ORCA calculation (ωB97M-V with the def2-TZVPD basis set) on a cluster of 10 separate species, C49H82ClN3O30P2S in total at a distorted geometry.

**Total charge**: 0
**Multiplicity**: 1
**Structure (SMILES)**: C[PH](CCCCCCCSc1nnco1)(C[C@H](O)CN)P(O)Cl.C[C@@H]1COC(=O)O1.C[C@@H]1COC(=O)O1.C[C@@H]1COC(=O)O1.C[C@@H]1COC(=O)O1.C[C@@H]1COC(=O)O1.C[C@@H]1COC(=O)O1.C[C@@H]1COC(=O)O1.C[C@@H]1COC(=O)O1.C[C@@H]1COC(=O)O1
**DFT total energy**: -159973.060 eV

Geometry as XYZ:
```
168
Properties=species:S:1:pos:R:3:forces:R:3:mulliken_charge:R:1
C 6.25040 3.66290 0.56090 1.145 0.544 -0.243 -1.194
P 4.40425 3.52709 0.86696 0.863 -1.515 -2.404 1.151
C 3.56502 1.89179 0.35036 -0.631 -0.492 0.870 -0.795
C 2.00339 2.01779 0.59132 0.317 -0.382 0.417 -0.340
C 1.25578 0.63886 0.66898 -1.126 0.843 -0.409 0.227
C -0.20384 0.94636 1.23128 0.378 0.001 -0.477 -0.860
C -1.23130 1.27411 0.09188 -1.050 -0.366 0.196 -0.693
C -2.47118 2.13294 0.61055 0.620 -0.181 -0.518 -0.228
C -2.73325 3.35378 -0.35770 0.979 -0.289 1.808 -0.843
S -4.02440 4.42357 0.46008 0.196 0.513 0.239 -0.189
C -3.09049 5.42445 1.63146 -0.422 -0.702 -0.030 0.371
N -3.33267 5.65256 2.92170 1.050 -0.403 -2.905 -0.320
N -2.28847 6.46128 3.30979 1.574 1.073 -0.801 -0.417
C -1.50491 6.68812 2.28007 -1.148 -0.685 0.319 0.032
O -1.97484 6.05376 1.13542 -0.358 0.132 1.933 0.011
C 3.92840 4.24118 -0.81955 0.227 1.029 -1.052 -0.979
C 4.09588 5.78834 -1.02212 -1.112 0.629 -1.370 0.166
O 5.39316 6.17823 -1.52665 -0.181 -0.332 0.560 -0.595
C 3.71164 6.70062 0.18453 -0.485 -0.191 -0.016 -1.094
N 2.32321 6.42062 0.65715 0.522 -0.452 -0.260 -0.288
P 4.82984 2.50413 2.82706 -1.090 -0.229 2.740 0.497
O 5.58950 3.63540 3.87771 0.566 -1.031 -1.117 -0.593
Cl 6.25115 0.96025 2.62787 0.100 0.469 -0.132 -0.337
H 6.59334 4.59459 0.04858 -0.571 -0.629 0.161 0.304
H 6.56974 2.79980 -0.08827 -0.545 0.718 0.578 0.322
H 6.85472 3.58778 1.50396 -0.730 0.020 -0.799 0.329
H 3.57191 4.41371 1.61573 0.289 -0.118 0.069 -0.056
H 3.89275 1.04911 1.02549 -0.148 0.800 -0.629 0.181
H 3.84027 1.58416 -0.68512 -0.212 0.490 0.653 0.370
H 1.47951 2.64427 -0.16986 0.574 -0.349 0.470 -0.049
H 1.86929 2.54226 1.57951 0.073 -0.518 -0.853 0.310
H 1.77484 -0.13843 1.27300 -0.262 0.739 -0.423 -0.421
H 1.09841 0.25527 -0.37845 0.443 0.079 0.969 0.366
H -0.14501 1.84057 1.91047 -0.028 -0.902 -0.385 0.435
H -0.57441 0.06466 1.80415 0.192 0.734 -0.285 0.388
H -0.77795 1.79788 -0.79177 -0.103 -0.436 0.830 0.432
H -1.67197 0.30987 -0.27777 0.655 0.780 0.069 0.288
H -3.39686 1.50896 0.70299 0.798 0.516 -0.089 0.018
H -2.20713 2.49407 1.63925 -0.433 -0.007 -0.900 0.390
H -3.05530 3.04716 -1.37762 -0.021 0.377 0.806 0.519
H -1.77545 3.93591 -0.40553 -0.944 -0.360 -0.269 0.414
H -0.56985 7.26699 2.18726 -0.872 -0.489 0.262 0.358
H 2.88873 3.98202 -1.16235 0.857 0.147 0.729 0.304
H 4.60070 3.74850 -1.58118 -0.535 0.475 0.716 0.126
H 3.38539 6.07169 -1.85687 0.371 -0.318 0.871 0.496
H 5.29484 6.50195 -2.43279 -0.069 -0.046 0.275 0.254
H 3.74652 7.76772 -0.14858 0.713 -0.806 0.332 0.402
H 4.38436 6.46725 1.04429 -0.250 0.607 -0.652 0.314
H 1.64994 6.54998 -0.09646 0.167 0.122 0.276 0.089
H 2.08580 7.01609 1.44683 0.044 -0.066 -0.353 0.178
H 6.55841 3.51161 3.84978 -0.459 0.311 -0.024 0.289
C 3.36938 -2.82406 5.83486 -0.395 0.015 0.229 -1.368
C 3.08010 -3.06237 4.37150 0.408 0.086 0.899 0.556
C 3.46059 -1.92065 3.47384 0.548 0.194 -0.167 -0.384
O 2.59263 -2.12536 2.35679 -0.363 -0.255 0.134 -0.202
C 1.48509 -2.75260 2.83711 -0.397 0.078 0.003 0.576
O 0.48131 -2.91159 2.21586 0.240 0.256 0.403 -0.551
O 1.67338 -3.16381 4.12175 0.006 0.060 -0.675 -0.347
H 2.93114 -3.61735 6.44297 0.122 -0.045 -0.056 0.375
H 4.44439 -2.79444 6.01855 -0.020 -0.036 -0.085 0.397
H 2.92858 -1.88443 6.17616 0.028 0.014 -0.124 0.213
H 3.54463 -4.00028 4.04799 -0.003 0.073 -0.115 0.262
H 4.50527 -1.95457 3.16610 -0.126 0.009 -0.196 0.305
H 3.24509 -0.93728 3.90233 -0.004 -0.095 0.148 0.173
C -2.56718 6.80495 -2.05466 0.376 -0.292 0.053 -0.986
C -2.70288 6.69155 -3.55424 0.000 0.340 0.937 0.465
C -4.04199 6.19280 -4.01737 -0.433 0.257 -0.141 -0.432
O -3.72095 5.63482 -5.29360 0.391 -0.109 0.090 -0.353
C -2.42164 5.23228 -5.22499 0.192 -0.326 -0.271 0.598
O -1.87992 4.56189 -6.04358 -0.096 0.134 0.151 -0.529
O -1.82725 5.69264 -4.08715 -0.280 -0.082 -0.477 -0.308
H -1.53195 7.01984 -1.78255 -0.059 0.125 -0.041 0.326
H -3.20411 7.59961 -1.66345 0.000 -0.021 -0.058 0.426
H -2.83519 5.86747 -1.56246 -0.087 0.130 -0.117 -0.168
H -2.44501 7.64635 -4.02502 -0.101 -0.057 -0.098 0.286
H -4.77867 6.98950 -4.11505 0.022 -0.098 -0.200 0.341
H -4.45348 5.39915 -3.38699 0.131 0.072 0.122 0.255
C -0.04705 -4.32788 -0.21026 0.402 0.085 -0.185 -1.467
C 0.53298 -5.00240 -1.43241 -1.040 0.612 0.714 1.108
C 0.98991 -6.41065 -1.19788 -0.227 -0.357 -0.082 -0.653
O 1.96953 -6.57596 -2.22732 0.243 0.279 -0.059 -0.351
C 2.48086 -5.33645 -2.47741 0.195 0.328 -0.098 0.578
O 3.44502 -5.13000 -3.14730 -0.145 -0.135 0.099 -0.578
O 1.75380 -4.37234 -1.85497 0.465 -0.611 -0.363 -0.399
H -0.21422 -3.26797 -0.40411 -0.089 -0.076 0.010 0.305
H -0.99593 -4.78622 0.07289 0.015 -0.004 -0.090 0.384
H 0.63477 -4.38751 0.63485 -0.043 -0.109 -0.107 0.200
H -0.17696 -4.94510 -2.26428 0.455 -0.050 0.374 0.298
H 0.18510 -7.13827 -1.30475 0.125 -0.029 -0.154 0.305
H 1.47899 -6.55599 -0.22974 -0.071 0.136 0.029 0.355
C 3.94176 2.78950 -5.21596 -0.147 0.114 0.411 -1.439
C 4.31095 4.10922 -5.85170 -0.285 -1.014 0.147 0.497
C 5.75069 4.21486 -6.26685 0.218 -0.136 -0.462 -0.514
O 5.95600 5.63042 -6.25366 -0.290 0.164 0.331 -0.340
C 5.09540 6.13665 -5.33172 0.030 0.251 0.117 0.641
O 5.11969 7.25745 -4.92738 0.029 -0.243 0.086 -0.552
O 4.20536 5.19137 -4.92011 0.370 0.478 -0.229 -0.231
H 2.93379 2.83662 -4.80056 -0.009 -0.029 -0.151 0.351
H 3.98198 1.98099 -5.94683 -0.008 0.074 -0.021 0.415
H 4.61325 2.54818 -4.38862 0.069 0.046 -0.094 0.306
H 3.63532 4.32136 -6.68671 0.111 0.062 -0.022 0.255
H 5.93544 3.80388 -7.25863 0.055 0.228 -0.006 0.323
H 6.44439 3.75915 -5.55478 -0.157 -0.059 0.060 0.310
C -2.34399 -10.42257 -3.87331 -0.167 0.093 0.411 -1.600
C -1.95735 -9.09950 -4.49052 -0.387 -1.043 0.068 0.752
C -0.50674 -8.99788 -4.86100 0.248 -0.107 -0.402 -0.472
O -0.29974 -7.58456 -4.83649 -0.281 0.210 0.282 -0.303
C -1.18793 -7.07962 -3.93720 -0.061 0.219 0.110 0.630
O -1.16821 -5.95956 -3.53088 -0.311 -0.487 -0.496 -0.621
O -2.09199 -8.02312 -3.55610 0.511 0.514 -0.248 -0.366
H -3.36328 -10.37779 -3.48696 -0.003 -0.026 -0.156 0.359
H -2.28215 -11.22681 -4.60752 -0.014 0.085 -0.036 0.378
H -1.69683 -10.66813 -3.02794 0.069 0.050 -0.089 0.382
H -2.60862 -8.88331 -5.34410 0.088 0.049 -0.010 0.159
H -0.29365 -9.40634 -5.84884 0.053 0.204 -0.006 0.304
H 0.16451 -9.45879 -4.13070 -0.134 -0.051 0.042 0.297
C -6.12923 0.75170 4.56745 0.554 -0.262 0.074 -1.011
C -6.27213 0.64103 3.06459 -0.050 0.402 1.050 0.614
C -7.61275 0.14646 2.60268 -0.517 0.241 -0.083 -0.321
O -7.29141 -0.40735 1.32078 0.489 -0.111 -0.017 -0.370
C -5.99448 -0.81151 1.38804 0.103 -0.292 -0.204 0.662
O -5.45274 -1.47913 0.56429 -0.071 0.157 0.131 -0.567
O -5.39686 -0.35659 2.52640 -0.261 -0.118 -0.563 -0.389
H -5.09106 0.96655 4.83089 -0.058 0.207 -0.079 0.418
H -6.76336 1.54687 4.96193 0.006 -0.009 -0.075 0.426
H -6.39319 -0.18130 5.06470 0.064 0.625 -0.364 -0.127
H -6.01489 1.59785 2.59592 -0.059 -0.054 -0.088 0.221
H -8.34781 0.94588 2.50937 0.062 -0.056 -0.242 0.350
H -8.02366 -0.64523 3.22667 0.147 0.092 0.051 0.208
C -5.25945 -4.94723 6.96990 -0.312 -0.243 -0.207 -1.517
C -5.46957 -3.52248 6.51484 0.451 -0.858 0.328 0.517
C -5.80108 -2.56284 7.62106 0.387 0.256 0.329 -0.514
O -6.49870 -1.53415 6.91408 -0.296 -0.189 -0.327 -0.326
C -7.07860 -2.12953 5.83890 -0.568 -0.351 -0.167 0.623
O -7.88819 -1.60879 5.13088 0.111 -0.470 0.531 -0.584
O -6.62604 -3.40049 5.67851 -0.134 0.685 0.030 -0.354
H -5.17805 -5.61264 6.10916 0.126 0.071 0.025 0.364
H -4.35115 -5.03423 7.56746 -0.006 0.073 -0.052 0.387
H -6.10535 -5.30115 7.56355 0.026 0.113 0.026 0.353
H -4.60324 -3.18544 5.93646 -0.055 0.110 0.057 0.299
H -4.91532 -2.16468 8.11458 -0.114 0.191 -0.104 0.328
H -6.47412 -2.98096 8.37471 0.034 -0.135 -0.097 0.316
C 4.52684 3.68620 6.93259 0.154 -0.285 -0.322 -1.039
C 3.07178 3.31222 7.08728 0.941 0.483 -0.017 0.521
C 2.64334 3.06241 8.50493 -0.246 0.323 0.322 -0.570
O 1.51699 2.20075 8.32361 0.078 -0.219 -0.316 -0.338
C 1.73157 1.52444 7.16057 -0.096 -0.324 -0.180 0.572
O 1.08702 0.59291 6.79419 0.132 0.131 0.104 -0.530
O 2.78667 2.04764 6.47827 -0.557 -0.152 0.331 -0.250
H 4.80451 3.69868 5.87637 -0.082 0.115 0.161 0.018
H 4.72593 4.67066 7.35980 -0.102 -0.020 0.016 0.387
H 5.17482 2.95452 7.42181 -0.104 0.016 0.088 0.349
H 2.44042 4.06542 6.60396 -0.076 -0.052 0.096 0.241
H 2.35576 3.97504 9.02611 -0.185 -0.137 -0.002 0.323
H 3.39183 2.53053 9.09915 0.107 0.051 -0.148 0.316
C -0.86622 -6.39442 -9.81225 -0.295 0.309 0.065 -1.551
C -1.29750 -7.58765 -8.99295 0.518 0.683 -0.512 0.802
C -1.50228 -8.84459 -9.79057 0.351 -0.373 -0.113 -0.499
O -2.41893 -9.56829 -8.96560 -0.173 0.274 0.194 -0.322
C -3.13570 -8.63755 -8.27653 -0.546 0.053 0.179 0.658
O -4.10971 -8.87702 -7.63347 0.360 -0.007 -0.114 -0.543
O -2.59827 -7.39598 -8.42714 -0.127 -0.621 0.137 -0.355
H -0.88722 -5.48877 -9.20429 0.122 -0.079 0.026 0.378
H 0.14403 -6.53338 -10.19945 -0.023 -0.047 0.066 0.391
H -1.54396 -6.22656 -10.65216 0.017 -0.121 0.020 0.359
H -0.59461 -7.74508 -8.16735 -0.034 -0.098 -0.026 0.071
H -0.58083 -9.40770 -9.93541 -0.144 -0.135 0.111 0.323
H -1.97392 -8.67266 -10.76200 0.044 0.169 0.050 0.315
```
Positions in Å, forces in eV/Å.